118
Properties=species:S:1:pos:R:3:mulliken_charge:R:1 method="wB97M-V/def2-TZVPD" homo_lumo_gap_ev=7.526 fmax_ev_per_a=0.4 lumo_ev=-2.19 homo_ev=-9.72 charge=+1 relative_energy_kcal_mol=1.17
In -0.3738 -0.2908 -1.2118 1.115
C 2.7810 2.9056 -0.5267 -2.316
N 3.4188 2.3533 0.6409 1.182
C 3.9103 0.9852 0.5991 -1.522
P 3.0468 -0.1522 -0.5944 0.881
C 3.7655 -1.7194 0.0040 0.746
C 3.3586 -2.1705 1.2628 -0.630
C 3.7782 -3.3992 1.7446 -0.808
C 4.6044 -4.2044 0.9694 -0.539
C 5.0044 -3.7703 -0.2848 -0.749
C 4.5897 -2.5344 -0.7653 -0.473
C 3.9651 0.1832 -2.1428 0.128
C 5.3582 0.2359 -2.2111 -0.337
C 5.9966 0.5483 -3.4003 -0.871
C 5.2521 0.8122 -4.5442 -0.548
C 3.8680 0.7546 -4.4956 -0.484
C 3.2334 0.4343 -3.3012 -0.173
C 4.1543 3.2162 1.4944 -0.070
C 4.2305 2.9157 2.8545 -0.201
C 4.9317 3.7377 3.7195 -0.756
C 5.5574 4.8863 3.2500 -0.532
C 5.4831 5.1903 1.9007 -0.846
C 4.7983 4.3570 1.0242 -0.032
P 0.9495 2.5244 -0.4347 0.695
C 0.5593 3.2038 1.2042 0.735
C -0.2191 2.4277 2.0589 -0.713
C -0.5245 2.8733 3.3398 -0.667
C -0.0507 4.1024 3.7709 -0.604
C 0.7244 4.8871 2.9238 -0.910
C 1.0238 4.4426 1.6476 -0.196
C 0.2802 3.7500 -1.6124 0.719
C 0.6618 3.6340 -2.9534 -0.753
C 0.1543 4.4957 -3.9148 -0.591
C -0.7494 5.4870 -3.5495 -0.546
C -1.1391 5.6048 -2.2228 -0.903
C -0.6316 4.7417 -1.2597 -0.379
H 3.2054 2.5454 -1.4677 0.684
H 2.8702 3.9903 -0.5234 0.935
H 3.7947 0.5258 1.5807 0.691
H 4.9824 0.9574 0.3637 0.378
H 2.6895 -1.5672 1.8668 0.358
H 3.4535 -3.7332 2.7208 0.432
H 4.9332 -5.1643 1.3432 0.402
H 5.6457 -4.3922 -0.8953 0.439
H 4.9161 -2.2114 -1.7471 0.361
H 5.9535 0.0316 -1.3290 0.461
H 7.0770 0.5895 -3.4357 0.425
H 5.7533 1.0568 -5.4710 0.408
H 3.2829 0.9561 -5.3832 0.457
H 2.1499 0.3904 -3.2697 0.287
H 3.7070 2.0508 3.2408 0.356
H 4.9701 3.4914 4.7724 0.389
H 6.0946 5.5339 3.9288 0.426
H 5.9737 6.0748 1.5160 0.407
H 4.7827 4.5977 -0.0309 0.460
H -0.5891 1.4655 1.7216 0.355
H -1.1258 2.2603 3.9979 0.487
H -0.2801 4.4510 4.7691 0.409
H 1.1025 5.8424 3.2629 0.457
H 1.6326 5.0624 1.0006 0.434
H 1.3697 2.8665 -3.2509 0.233
H 0.4725 4.4040 -4.9449 0.471
H -1.1316 6.1738 -4.2929 0.399
H -1.8325 6.3833 -1.9298 0.446
H -0.9408 4.8490 -0.2272 0.435
Cl -1.3459 -2.1132 0.8817 -0.383
N 0.9750 -2.9053 -1.9618 -0.366
H 1.4607 -3.0977 -1.0914 0.110
H 1.6935 -2.7357 -2.6586 0.180
H 0.5069 -3.7655 -2.2274 0.197
N -3.8284 3.0419 -0.3810 -0.349
C -2.9526 2.3337 -1.1310 0.063
N -2.8503 2.6808 -2.4419 -0.336
O -2.3133 1.3996 -0.6423 -0.257
H -4.4293 3.7457 -0.7683 0.195
H -3.9772 2.7373 0.5657 0.231
H -3.1493 3.5958 -2.7335 0.247
H -2.0343 2.3275 -2.9174 0.161
C -4.4562 -6.1010 1.7178 -1.039
Si -2.8567 -5.2703 1.2322 0.388
C -1.6239 -5.3265 2.6283 -1.053
C -2.1219 -6.0917 -0.2813 -0.864
Si -3.3267 -3.0443 0.6665 0.109
Si -4.4968 -1.7148 2.1950 0.290
C -4.3842 0.0575 1.6187 -0.708
C -6.2724 -2.2679 2.3190 -1.034
C -3.6289 -1.8956 3.8341 -1.057
Si -4.1146 -2.8706 -1.5342 0.270
C -4.8895 -1.1993 -1.8167 -0.595
C -5.4554 -4.1783 -1.6102 -1.102
C -2.8495 -3.2054 -2.8619 -0.818
H -4.2836 -7.1344 2.0257 0.401
H -5.1593 -6.1139 0.8823 0.290
H -4.9337 -5.5797 2.5497 0.269
H -1.1265 -6.2990 2.6187 0.395
H -2.1084 -5.2026 3.5982 0.302
H -0.8616 -4.5526 2.5357 0.258
H -1.6306 -7.0252 0.0023 0.454
H -1.3767 -5.4530 -0.7613 0.050
H -2.8838 -6.3257 -1.0258 0.288
H -5.0601 0.2527 0.7862 0.328
H -3.3716 0.3074 1.2940 -0.170
H -4.6552 0.7216 2.4444 0.561
H -6.7929 -2.1644 1.3646 0.298
H -6.8029 -1.6615 3.0566 0.400
H -6.3463 -3.3119 2.6286 0.289
H -2.6287 -1.4620 3.7921 0.252
H -3.5288 -2.9404 4.1334 0.263
H -4.1964 -1.3760 4.6102 0.386
H -5.7018 -1.0183 -1.1111 0.282
H -5.3048 -1.1554 -2.8269 0.451
H -4.1572 -0.3983 -1.7052 -0.175
H -6.1524 -4.0973 -0.7724 0.314
H -5.0331 -5.1839 -1.5935 0.259
H -6.0345 -4.0723 -2.5303 0.412
H -2.0841 -2.4300 -2.9189 0.097
H -3.3768 -3.2254 -3.8197 0.370
H -2.3509 -4.1660 -2.7283 0.267